A | {
  "formula": "C3H9NO3",
  "method": "the ωB97M-V functional and the def2-TZVPD basis",
  "elements": ["C", "C", "O", "O", "H", "H", "H", "H", "N", "C", "O", "H", "H", "H", "H", "H"],
  "xyz": [[-0.3615, -1.6333, -1.0984], [-0.6202, -2.4724, 0.1121], [-0.9664, -3.6155, 0.1193], [-0.3796, -1.7704, 1.2372], [0.6700, -1.2755, -1.1170], [-0.9862, -0.7406, -1.0823], [-0.5236, -2.1828, -2.0197], [-0.5638, -2.3456, 1.9922], [0.2802, 2.8152, -0.6099], [0.8760, 1.8826, 0.2913], [-0.0963, 1.3285, 1.1840], [-0.5195, 2.3752, -1.0499], [-0.0809, 3.6208, -0.1207], [1.3475, 1.0839, -0.2893], [1.6513, 2.3883, 0.8742], [0.2728, 0.5415, 1.5771]],
  "smiles": "CC(=O)O.NCO",
  "orbital_gap_ha": 0.3899
}

B | {
  "formula": "C3H9NO3",
  "method": "the ωB97M-V functional and the def2-TZVPD basis",
  "elements": ["N", "C", "O", "C", "C", "O", "H", "H", "H", "H", "H", "H", "H", "O", "H", "H"],
  "xyz": [[-2.3454, -0.9843, -0.2724], [-1.7458, 0.1753, 0.3270], [-2.4726, 0.8841, 0.9934], [-0.3370, 0.4733, -0.0185], [0.5277, 0.4135, 1.2701], [1.8373, 0.9533, 1.1365], [-3.2793, -0.9305, 0.1522], [-2.5081, -0.8185, -1.2673], [-0.3093, 1.4872, -0.4225], [-0.0444, -0.2725, -0.7568], [0.5800, -0.6225, 1.5985], [0.0954, 1.1673, 1.9250], [2.4733, 0.3132, 0.7876], [2.6731, -0.7805, -1.4623], [2.6882, -1.4136, -2.1937], [2.1670, -0.0447, -1.7969]],
  "smiles": "NC(=O)CCO.O",
  "orbital_gap_ha": 0.3799
}

C | {
  "formula": "C3H9NO3",
  "method": "the ωB97M-V functional and the def2-TZVPD basis",
  "elements": ["N", "C", "O", "C", "C", "O", "H", "H", "H", "H", "H", "H", "H", "O", "H", "H"],
  "xyz": [[-1.8782, -0.2098, -0.5527], [-0.5863, -0.4862, -1.0040], [-0.4573, -0.5264, -2.2317], [0.5071, -0.8882, 0.0419], [0.6856, -0.1813, 1.4472], [0.0627, -0.7767, 2.5482], [-2.5551, -0.0032, -1.2068], [-2.0289, 0.1792, 0.4171], [0.3166, -1.9549, 0.2809], [1.3157, -0.4755, -0.5813], [1.8522, -0.1844, 1.7338], [0.3148, 0.8519, 1.2959], [-0.0053, -1.7617, 2.1949], [0.8080, 1.8316, -1.4279], [0.6929, 2.2622, -2.2679], [0.9555, 2.3232, -0.6875]],
  "smiles": "NC(=O)CCO.O",
  "orbital_gap_ha": 0.3764
}

Most stable: A (next structure +0.0197 hartree)

A | {
  "formula": "C3H9NO3",
  "method": "the ωB97M-V functional and the def2-TZVPD basis",
  "elements": ["C", "C", "N", "C", "O", "O", "H", "H", "H", "H", "H", "H", "H", "O", "H", "H"],
  "xyz": [[-1.4623, -1.0999, 0.8524], [-0.7565, 0.2357, 0.7973], [-0.6534, 0.6972, -0.5932], [0.6649, 0.2154, 1.3392], [1.2041, 1.1303, 1.9128], [1.3268, -0.9062, 0.9692], [-1.6590, -1.5004, 1.8423], [-0.9536, -1.8431, 0.2399], [-2.4068, -1.0004, 0.3168], [-1.3316, 0.9614, 1.3559], [-0.2818, 1.6351, -0.5162], [-0.0163, 0.1356, -1.1386], [2.1451, -0.9941, 1.4789], [1.3715, 0.3879, -2.9489], [0.6394, 1.0220, -2.9141], [2.1695, 0.9235, -2.9937]],
  "smiles": "C[C@H](N)C(=O)O.O",
  "orbital_gap_ha": 0.3756
}

B | {
  "formula": "C3H9NO3",
  "method": "the ωB97M-V functional and the def2-TZVPD basis",
  "elements": ["C", "N", "C", "C", "O", "O", "H", "H", "H", "H", "H", "H", "H", "H", "H", "O"],
  "xyz": [[0.7983, -0.0616, 0.8924], [0.8394, 0.6647, -0.3416], [1.1736, -0.0429, -1.4699], [0.7884, -1.3656, -1.8034], [-1.1761, 1.7594, 0.5622], [0.2068, -2.1554, -1.0556], [1.8059, -0.4174, 1.1495], [0.3171, -1.0212, 0.6069], [0.3475, 0.4617, 1.7305], [-0.0438, 1.2279, -0.4726], [1.5846, 0.5855, -2.2600], [1.1189, -1.9918, -2.6628], [-2.7388, -0.4960, 1.8094], [-1.5151, 2.6488, 0.3951], [-1.7099, 0.5800, 1.2946], [-1.7968, -0.3763, 1.6253]],
  "orbital_gap_ha": 0.2215
}

Most stable: A (next structure +0.2024 hartree)

A | {
  "formula": "C5H5N3",
  "method": "the ωB97M-V functional and the def2-TZVPD basis",
  "elements": ["C", "C", "C", "C", "C", "H", "H", "H", "H", "H", "N", "N", "N"],
  "xyz": [[-1.2830, -1.1501, -0.0010], [-1.3583, 0.9621, -0.1091], [1.3600, 0.9487, -0.1639], [1.9781, -0.2094, -0.0026], [0.0834, -0.7101, -0.3228], [-1.2384, -1.1485, 1.2635], [-2.0249, -2.1963, -0.3416], [-1.4695, 2.1072, 0.1260], [1.7587, 2.1062, -0.0966], [3.0352, 0.0018, 0.3125], [-2.1350, 0.0098, -0.2196], [0.0186, 0.6486, -0.1984], [1.2752, -1.3700, -0.2464]],
  "orbital_gap_ha": 0.3395
}

B | {
  "formula": "C5H5N3",
  "method": "the ωB97M-V functional and the def2-TZVPD basis",
  "elements": ["H", "N", "C", "C", "C", "N", "C", "C", "N", "H", "H", "H", "H"],
  "xyz": [[1.8358, -2.2940, 0.7093], [1.6022, -1.9372, -0.1606], [0.7165, -1.0609, -0.0321], [0.2221, -0.3223, -1.2155], [-0.3963, 0.8304, -1.4722], [-0.9888, 1.7059, -0.5824], [-1.0251, 1.3810, 0.6262], [-0.4663, 0.2678, 1.4743], [0.2478, -0.7659, 1.2970], [0.5965, -0.8298, -2.1343], [-0.3026, 1.1444, -2.5579], [-1.6520, 1.9940, 1.3034], [-0.8124, 0.3895, 2.5171]],
  "smiles": "[H]/N=c1/ccnccn1",
  "orbital_gap_ha": 0.3146
}

C | {
  "formula": "C5H5N3",
  "method": "the ωB97M-V functional and the def2-TZVPD basis",
  "elements": ["C", "C", "C", "N", "C", "N", "C", "N", "H", "H", "H", "H", "H"],
  "xyz": [[-0.8941, 2.1523, 0.9113], [0.0175, 1.1458, 1.2444], [0.1297, -0.0442, 0.3287], [-0.3352, 0.1059, -0.8566], [-0.1735, -0.8489, -1.7293], [0.4951, -2.0454, -1.4497], [0.9684, -2.0139, -0.1657], [0.9495, -1.0487, 0.6632], [-0.9234, 3.0543, 1.4357], [-1.4862, 1.9287, -0.0685], [0.5728, 1.2705, 2.1594], [-0.6582, -0.5761, -2.6728], [1.3377, -3.0802, 0.2001]],
  "smiles": "C=Cc1ncncn1",
  "orbital_gap_ha": 0.3502
}

Most stable: C (next structure +0.0274 hartree)

A | {
  "formula": "C4H5NO",
  "method": "the ωB97M-V functional and the def2-TZVPD basis",
  "elements": ["C", "C", "C", "O", "C", "N", "H", "H", "H", "H", "H"],
  "xyz": [[-1.7289, -0.1719, -0.0049], [-0.3932, 0.2259, 0.4611], [0.5511, 1.1390, 0.2169], [1.7266, 1.3658, -0.0209], [2.1010, -1.1530, -0.3015], [1.0386, -1.5830, -0.1484], [-1.6513, -1.2493, -0.1909], [-2.0717, 0.3084, -0.9283], [-2.4745, -0.0501, 0.7866], [-0.1906, 1.9485, 0.5804], [3.0928, -0.7804, -0.4502]],
  "orbital_gap_ha": 0.3267
}

B | {
  "formula": "C4H5NO",
  "method": "the ωB97M-V functional and the def2-TZVPD basis",
  "elements": ["C", "C", "C", "C", "H", "H", "H", "H", "H", "N", "O"],
  "xyz": [[0.0253, 1.1422, -0.8373], [-0.8713, 0.1249, -0.3148], [-0.5375, -0.8416, 0.6487], [0.6357, -1.5793, 1.0082], [1.5011, 0.0553, 0.2366], [-0.0105, 1.0223, -1.8540], [-0.3338, 2.1411, -0.4135], [-1.9924, 0.4689, -0.4792], [-1.4590, -1.3089, 1.2116], [1.5308, -2.1533, 1.5643], [1.5116, 0.9284, -0.7707]],
  "orbital_gap_ha": 0.3573
}

Most stable: A (next structure +0.0033 hartree)

A | {
  "formula": "C4H11N6",
  "method": "the ωB97M-V functional and the def2-TZVPD basis",
  "elements": ["C", "C", "C", "C", "N", "N", "N", "N", "N", "N", "H", "H", "H", "H", "H", "H", "H", "H", "H", "H", "H"],
  "xyz": [[-2.9619, -0.7578, -0.4279], [-0.9293, -0.8298, -0.1600], [-0.6982, 1.4608, 1.0202], [0.5459, -1.4336, -0.3458], [-1.8897, -1.6104, -0.6357], [-2.6520, 0.3594, 0.1879], [-1.3478, 0.3005, 0.3635], [0.5176, -2.6756, -0.4026], [1.5184, -0.5762, -0.4774], [2.1603, 1.7892, 0.0499], [-3.9480, -0.8689, -0.7964], [-1.4329, 1.7554, 1.8310], [0.2587, 1.4284, 1.4525], [-0.7319, 2.2615, 0.3247], [-0.4508, -3.0458, -0.3691], [1.2705, -3.4061, -0.7006], [2.4159, -0.9996, -0.4916], [1.5506, 0.4069, -0.0144], [3.0476, 1.8539, -0.4310], [1.4711, 2.0466, -0.6529], [2.2856, 2.5411, 0.6757]],
  "orbital_gap_ha": 0.3939,
  "charge": 1
}

B | {
  "formula": "C4H11N6",
  "method": "the ωB97M-V functional and the def2-TZVPD basis",
  "elements": ["C", "N", "C", "N", "N", "C", "N", "N", "C", "N", "H", "H", "H", "H", "H", "H", "H", "H", "H", "H", "H"],
  "xyz": [[-2.3186, -0.0581, -0.4128], [-0.8676, 0.0568, -0.1096], [-0.1893, 1.1260, 0.1269], [-0.8559, 2.3276, 0.2232], [1.2157, 1.1334, 0.0374], [1.9300, -0.0721, -0.0320], [3.2344, 0.0180, -0.0181], [1.3620, -1.2230, -0.0748], [-0.2532, -1.2527, -0.2041], [-0.8294, -2.1241, 0.7091], [-2.7604, 0.8868, -0.4021], [-2.5464, -0.9496, 0.0675], [-2.2136, -0.2051, -1.4773], [-0.2589, 3.0619, 0.6067], [-1.7780, 2.3581, 0.5275], [1.7166, 1.9126, 0.3876], [3.8200, -0.8657, -0.2807], [3.7175, 0.9217, 0.1638], [-0.5062, -1.5862, -1.2763], [-1.4914, -2.8512, 0.2977], [-0.1273, -2.6152, 1.1403]],
  "smiles": "CN1C(=[NH2+])NC(N)=N[C@H]1N",
  "orbital_gap_ha": 0.3686,
  "charge": 1
}

Most stable: B (next structure +0.0093 hartree)

A | {
  "formula": "C2H2N3O",
  "method": "the ωB97M-V functional and the def2-TZVPD basis",
  "elements": ["O", "C", "N", "N", "C", "N", "H", "H"],
  "xyz": [[0.1853, 0.5763, 2.1682], [0.3360, 0.2564, 1.0653], [1.4919, -0.0731, 0.3707], [1.2477, -0.2801, -0.8207], [-0.0960, -0.3039, -1.0605], [-0.7359, 0.1498, 0.0049], [-0.7642, -0.4310, -1.8742], [-1.6648, 0.1056, 0.1464]],
  "smiles": "O=C1N=NC=[NH+]1",
  "orbital_gap_ha": 0.2852,
  "charge": 1
}

B | {
  "formula": "C2H2N3O",
  "method": "the ωB97M-V functional and the def2-TZVPD basis",
  "elements": ["O", "C", "N", "N", "C", "N", "H", "H"],
  "xyz": [[-1.1747, 0.8519, -1.7875], [-0.8653, 0.2168, -0.8531], [-1.4567, -0.5132, 0.1287], [-0.6753, -0.7926, 1.1292], [0.5976, -0.2053, 0.8593], [0.6022, 0.2114, -0.3569], [1.4983, -0.2933, 1.6087], [1.4739, 0.5242, -0.7284]],
  "smiles": "O=C1N=NC=[NH+]1",
  "orbital_gap_ha": 0.3032,
  "charge": 1
}

Most stable: B (next structure +0.0022 hartree)